1.
The following is a quantum chemistry calculation of the molecule C21H18N4O4S at a distorted geometry, from the Open Molecules 2025 dataset.

Each line ends with the Mulliken charge.
Cartesian coordinates (Å):
O 3.314 3.280 -0.406  -0.664
C 2.430 2.484 -0.213  -0.368
N 1.121 2.959 -0.268  -0.031
C -0.080 2.356 -0.100  0.285
N -0.329 1.099 -0.008  0.096
C -1.653 0.864 0.193  -0.236
C -2.473 2.004 0.281  0.669
C -3.845 1.946 0.524  -0.391
C -4.461 0.728 0.700  -1.129
C -3.666 -0.413 0.594  -1.084
O -4.053 -1.697 0.708  -0.254
N -2.978 -2.498 0.505  -0.754
C -1.931 -1.758 0.261  0.270
C -0.634 -2.364 -0.016  0.156
C -0.204 -3.428 0.773  -0.724
C 1.023 -4.027 0.550  -0.756
C 1.851 -3.572 -0.465  -0.320
C 1.442 -2.518 -1.259  -0.298
C 0.207 -1.920 -1.042  0.652
N -0.191 -0.885 -1.962  1.139
O -1.370 -0.763 -2.210  -0.578
O 0.695 -0.227 -2.467  -0.639
C -2.288 -0.375 0.323  1.562
S -1.495 3.424 0.056  -0.389
C 2.632 1.036 0.139  2.508
C 2.367 0.842 1.640  -1.126
C 2.616 -0.609 2.037  0.329
C 4.050 -1.013 1.713  -0.962
C 4.333 -0.819 0.227  -0.182
C 4.066 0.621 -0.194  -1.276
H 1.081 3.958 -0.444  0.311
H -4.413 2.861 0.579  0.423
H -5.515 0.647 0.902  0.445
H -0.853 -3.777 1.559  0.514
H 1.333 -4.855 1.168  0.418
H 2.806 -4.042 -0.642  0.376
H 2.053 -2.156 -2.073  0.436
H 1.920 0.436 -0.432  -1.142
H 1.338 1.115 1.878  0.454
H 3.036 1.496 2.205  0.359
H 2.427 -0.731 3.106  0.384
H 1.921 -1.255 1.497  -0.404
H 4.213 -2.057 1.991  0.417
H 4.739 -0.399 2.297  0.367
H 5.371 -1.076 0.009  0.415
H 3.691 -1.487 -0.349  -0.114
H 4.754 1.293 0.323  0.390
H 4.234 0.737 -1.266  0.449

Calculated values
Highest occupied orbital energy, eV: -8.521
Multiplicity: 1
Energy above the lowest of the compared OMol25 structures with the same formula, charge and spin, kJ/mol: 163.37
SMILES: O=C(Nc1nc2c(ccc3onc(-c4ccccc4[N+](=O)[O-])c32)s1)C1CCCCC1

---

2.
The following is a quantum chemistry calculation of a structure of composition C37H42BBr56IN4O5 at a distorted geometry, from the Open Molecules 2025 dataset.

Each line ends with the Mulliken charge.
Cartesian coordinates (Å):
C 1.512 0.988 1.178  -1.145
O 2.900 1.020 0.960  0.032
C 3.308 1.948 -0.026  -0.928
C 4.783 1.886 -0.189  -0.902
C 5.346 0.503 -0.592  -0.376
C 4.378 -0.399 -1.260  0.278
C 4.022 -0.276 -2.599  0.062
B 4.650 0.766 -3.615  1.311
O 4.166 2.061 -3.647  -0.656
O 5.630 0.417 -4.496  -0.663
C 6.999 0.426 -4.123  -0.769
C 3.074 -1.132 -3.156  0.557
N 2.837 -0.870 -4.547  -0.403
C 2.480 -2.152 -2.436  0.393
C 1.487 -3.061 -3.083  -2.208
C 0.216 -2.313 -3.499  0.233
C -1.110 -2.834 -2.961  -1.132
I -2.169 -3.775 -4.569  0.077
C 2.870 -2.304 -1.121  0.247
N 2.325 -3.320 -0.376  -0.662
C 2.701 -3.474 0.849  -0.367
C 2.207 -4.553 1.671  -0.208
Br 0.709 -4.125 2.678  -0.229
C 2.791 -5.750 1.805  0.643
C 2.414 -6.874 2.668  -1.288
Br 4.326 -6.122 0.786  -0.133
C 3.621 -2.578 1.434  0.976
O 3.902 -2.798 2.759  -0.359
N 3.947 -1.500 3.542  0.135
O 3.223 -1.524 4.427  -0.128
N 4.168 -1.599 0.784  0.113
C 3.810 -1.433 -0.536  0.066
H 1.040 1.903 0.860  0.500
H 1.050 0.150 0.676  0.329
H 1.322 0.872 2.230  0.133
H 3.042 2.953 0.291  0.722
H 2.801 1.774 -0.965  0.291
H 5.036 2.613 -0.937  0.381
H 5.223 2.162 0.758  0.538
H 6.201 0.649 -1.226  0.609
H 5.711 0.039 0.301  -0.650
H 3.224 2.075 -3.844  0.239
H 7.580 0.287 -5.014  0.238
H 7.226 -0.383 -3.445  0.290
H 7.284 1.352 -3.652  0.314
H 2.211 -0.089 -4.685  -0.179
H 2.460 -1.657 -5.046  0.417
H 1.984 -3.422 -3.966  0.490
H 1.237 -3.900 -2.465  0.652
H 0.330 -1.272 -3.261  0.184
H 0.122 -2.348 -4.567  0.087
H -1.007 -3.566 -2.185  0.491
H -1.766 -2.065 -2.607  0.422
H 1.723 -6.555 3.425  0.291
H 3.293 -7.242 3.169  0.414
H 2.014 -7.691 2.093  0.302
C -5.086 -6.463 -2.794  -0.389
Br -5.190 -5.061 -1.491  0.030
Br -5.575 -5.849 -4.544  0.001
Br -3.364 -7.307 -2.783  -0.013
H -5.804 -7.219 -2.518  0.357
C 0.888 2.911 -5.867  -0.506
Br -0.519 1.751 -5.280  0.048
Br 2.299 3.098 -4.573  -0.043
Br 1.567 2.355 -7.575  -0.020
H 0.456 3.892 -5.996  0.475
C 8.821 -0.780 1.673  -0.358
Br 7.181 -1.316 2.503  0.034
Br 9.386 -2.032 0.327  -0.027
Br 8.664 0.997 0.962  -0.027
H 9.588 -0.757 2.432  0.349
C -3.752 -7.558 1.800  -0.368
Br -5.285 -8.472 1.083  -0.031
Br -2.272 -7.601 0.580  0.029
Br -4.191 -5.767 2.349  0.008
H -3.457 -8.093 2.689  0.342
C -4.243 -1.469 5.403  -0.373
Br -4.037 -0.171 4.003  -0.036
Br -2.539 -1.965 6.129  0.071
Br -5.462 -0.875 6.760  -0.026
H -4.669 -2.351 4.950  0.318
C -4.055 3.211 -7.796  0.645
Br -5.527 3.920 -8.795  -0.008
Br -2.425 4.143 -8.238  -0.057
Br -4.378 3.189 -5.913  -0.078
H -3.924 2.182 -8.103  -0.583
C -3.133 2.432 3.715  -0.344
Br -3.022 3.971 4.852  -0.014
Br -3.814 2.848 1.970  0.014
Br -1.437 1.554 3.584  0.126
H -3.818 1.735 4.176  0.331
C 1.783 -3.388 6.523  0.089
Br 0.914 -5.097 6.508  -0.023
Br 1.078 -2.234 7.884  0.038
Br 3.693 -3.549 6.647  -0.086
H 1.559 -2.934 5.568  -0.010
C -1.768 2.050 -11.168  0.188
Br -3.426 1.144 -10.794  -0.061
Br -0.289 0.829 -11.139  -0.031
Br -1.870 3.025 -12.813  -0.019
H -1.615 2.763 -10.373  -0.126
C 1.934 4.104 5.365  0.584
Br 0.427 3.505 6.399  -0.001
Br 2.365 2.933 3.900  0.129
Br 1.691 5.913 4.772  0.039
H 2.799 4.110 6.013  -0.608
C -3.049 -1.087 -7.934  0.688
Br -3.609 -2.827 -8.529  -0.041
Br -4.175 -0.415 -6.520  0.215
Br -1.193 -1.100 -7.465  0.024
H -3.168 -0.411 -8.765  -0.722
C 0.871 -1.244 11.759  -0.322
Br -0.670 -0.502 10.882  -0.013
Br 2.494 -0.630 10.942  -0.012
Br 0.848 -0.907 13.648  -0.053
H 0.829 -2.314 11.621  0.354
C -6.577 3.008 -2.478  -0.434
Br -7.059 1.233 -3.033  0.065
Br -7.692 3.633 -1.049  0.009
Br -4.716 3.107 -2.013  0.081
H -6.733 3.663 -3.322  0.348
C 3.704 9.423 4.892  0.200
Br 2.046 9.279 3.937  -0.054
Br 5.191 9.631 3.698  -0.002
Br 3.647 10.817 6.210  -0.013
H 3.843 8.489 5.417  -0.197
C -6.287 4.934 2.886  -0.371
Br -7.309 5.237 1.289  -0.021
Br -6.827 6.104 4.306  -0.025
Br -6.380 3.092 3.426  0.026
H -5.255 5.149 2.659  0.380
C -10.399 2.688 3.739  0.541
Br -11.379 3.029 2.124  -0.017
Br -10.915 3.886 5.147  -0.014
Br -10.545 0.852 4.283  -0.016
H -9.359 2.874 3.528  -0.539
C 4.641 5.187 8.626  -0.384
Br 3.124 4.533 9.596  0.016
Br 5.099 4.006 7.178  -0.045
Br 4.362 6.990 8.019  0.022
H 5.482 5.204 9.301  0.365
C -7.228 -2.531 -7.237  -0.040
Br -7.252 -1.536 -8.881  -0.012
Br -7.733 -1.424 -5.754  0.009
Br -8.315 -4.108 -7.349  -0.048
H -6.209 -2.851 -7.068  0.004

Calculated values
Highest occupied orbital energy, eV: -8.302
Multiplicity: 1

---

3.
The following is a quantum chemistry calculation of a cluster of 2 separate species, C5H11N in total at a distorted geometry, from the Open Molecules 2025 dataset.

Each line ends with the Mulliken charge.
Cartesian coordinates (Å):
C 2.058 -2.421 -3.402  -0.799
C 0.965 -1.690 -3.686  0.155
C 1.118 -0.252 -4.030  -1.077
H 1.908 -3.461 -3.210  0.269
H 2.973 -1.844 -3.397  0.256
H 0.001 -2.185 -3.742  0.312
H 1.399 0.278 -3.118  0.277
H 0.378 0.395 -4.463  0.337
H 2.066 -0.207 -4.585  0.269
C -1.442 2.201 4.642  -0.850
C -0.907 1.436 3.624  0.201
N -1.745 0.670 2.887  -0.413
H -2.448 2.276 5.050  0.230
H -0.860 2.583 5.495  0.200
H 0.150 1.214 3.777  0.283
H -2.695 0.521 3.194  0.172
H -1.504 0.114 2.091  0.177

Calculated values
Highest occupied orbital energy, eV: -7.955
Multiplicity: 1
Energy above the lowest of the compared OMol25 structures with the same formula, charge and spin, kJ/mol: 253.21
SMILES: C=CC.C=CN

---

> What is the formula in the first record?

C21H18N4O4S

---

> Look up the highest occupied orbital energy of the third one.

-7.955 eV